# 1
Density functional theory data (wB97M-V/def2-TZVPD) for C6H10O in the gas phase.

Last column: Mulliken charge in e.
Cartesian coordinates (Å):
H  2.396  0.013  -0.977  0.381
H  -2.108  -1.758  0.442  0.272
C  -1.242  0.739  -0.186  -0.117
C  -0.605  -0.200  0.873  -0.218
H  -0.859  -0.170  1.933  0.410
H  -2.167  1.305  -0.016  0.397
C  -1.194  -1.319  0.012  -0.567
H  -0.551  -2.139  -0.331  0.245
O  -1.494  -0.388  -1.048  -0.444
H  1.475  0.747  1.208  0.452
C  0.107  1.515  -0.248  -0.781
H  1.029  -1.075  -1.221  0.356
C  1.625  -0.566  -0.456  -1.470
C  0.803  0.346  0.446  0.132
H  2.130  -1.325  0.151  0.319
H  -0.060  2.333  0.467  0.259
H  0.718  1.943  -1.051  0.372

As for the SMILES: C[C@H]1C[C@H]2OC[C@@H]12. The value obtained for the HOMO-LUMO gap is 0.3896 Eh. For the molar mass, the calculation gives 98.14 g mol⁻¹. Its LUMO energy is 1.1 eV.


# 2
Density functional theory data (wB97M-V/def2-TZVPD) for C6H10O as an isolated structure.

Last column: Mulliken charge in e.
Cartesian coordinates (Å):
H  -1.666  -0.916  0.880  0.298
H  -1.564  1.572  -0.967  0.361
C  -1.132  0.826  -0.301  0.152
H  0.745  1.031  -1.481  0.397
H  -2.521  -0.795  -0.667  0.317
C  -0.026  1.313  0.580  -0.634
C  0.842  -0.868  -0.474  -0.347
H  0.122  0.811  1.533  0.235
C  -2.120  -0.216  0.172  -1.435
C  0.311  0.500  -0.639  -0.076
C  2.488  -0.944  0.618  -0.389
H  3.415  -1.572  0.847  0.157
H  -2.960  0.264  0.685  0.376
H  0.928  -1.440  -1.398  0.353
H  0.317  -1.464  0.274  0.273
O  2.604  -0.450  -0.565  -0.319
H  0.246  2.364  0.572  0.283

The value obtained for the HOMO-LUMO gap is 0.2976 Eh. For the molar mass, the calculation gives 98.14 g mol⁻¹. Its LUMO energy is 0.8 eV.


# 3
Density functional theory data (wB97M-V/def2-TZVPD) for C6H10O in the gas phase.

Last column: Mulliken charge in e.
Cartesian coordinates (Å):
H  2.489  -1.928  -0.370  0.290
C  -2.077  0.602  0.601  -0.122
C  2.547  -0.869  -0.581  -1.330
H  -0.518  0.390  1.922  0.328
C  0.240  -0.063  -0.076  -0.361
H  -0.052  -0.509  -1.021  0.271
H  2.284  -0.722  -1.624  0.322
H  -3.436  1.275  -0.965  0.324
H  -2.681  0.766  1.482  0.326
O  2.007  0.589  1.320  -0.497
C  -2.703  0.497  -0.752  -1.015
H  3.565  -0.510  -0.414  0.416
C  -0.808  0.278  0.886  -0.393
H  -1.944  0.524  -1.525  0.309
H  2.830  0.201  1.656  0.327
H  -3.284  -0.431  -0.782  0.228
C  1.542  -0.090  0.242  0.577

As for the SMILES: C/C=C\C=C(\C)O. The value obtained for the HOMO-LUMO gap is 0.3133 Eh. For the molar mass, the calculation gives 98.14 g mol⁻¹. Its LUMO energy is 0.8 eV.


Here are the calculated HOMO numbers, same order: -9.518; -7.284; -7.730 (eV).
Here are the calculated energy relative to the best compared isomer or geometry (same formula, charge and spin) numbers, same order: 43.1; 133.2; 18.7 (kcal per mole).
Here are the calculated max |F| numbers, same order: 1.110; 0.593; 1.305 (eV Å⁻¹).